[1]
C35H33N3O18S2 | the ωB97M-V functional and the def2-TZVPD basis

Summary:
- Maximum force: 6.05 eV/A
- Molar mass: 847.79 g/mol
- Highest occupied orbital energy: -8.65 eV
- Kohn-Sham gap: 6.8 eV
- SMILES: CCN[C@H](CCCSC(=S)n1ccnc1)OC=O.O=C1C=C(O)C(=O)C=C1O.O=C1C=C(O)C(=O)C=C1O.O=C1C=C(O)C(=O)C=C1O.O=C1C=C(O)C(=O)C=C1O
- LUMO energy: -1.885 eV

The geometry in ORCA input format:
```
! RIJCOSX wB97M-V def2-TZVPD def2/J DEFGRID3
* xyz 0 1
S -1.314 0.435 1.598
S -0.626 3.186 2.928
O 0.923 -3.750 -3.980
O -0.001 0.744 -4.810
O -2.616 0.015 7.007
O -1.909 -3.295 2.034
O 1.642 -5.605 -5.840
O 8.231 3.391 -4.292
O -3.498 3.402 -6.489
O -3.643 -7.141 4.114
O 6.453 1.853 0.453
O 0.134 -4.660 0.860
O -2.539 5.390 -4.895
O 0.907 2.703 -3.151
O -0.545 -1.108 -7.587
O -1.551 -8.488 3.012
O 0.094 -2.999 -9.438
O 7.092 4.481 0.140
O -2.146 0.523 9.203
O 7.509 0.783 -4.004
N -4.592 1.322 7.005
N 1.145 1.800 1.273
N 2.671 1.939 -0.455
C -3.908 -0.067 4.917
C -0.166 2.924 -3.961
C 0.714 -3.517 -5.306
C -1.624 -7.298 2.761
C -1.938 -0.273 3.205
C -1.855 -4.493 2.259
C 2.342 1.299 1.904
C -0.758 -5.306 1.660
C -2.409 3.190 -5.700
C -0.609 1.800 -4.833
C -0.794 4.102 -3.972
C -0.058 -2.142 -7.161
C -0.184 1.888 1.957
C -1.939 0.788 7.989
C 7.403 1.648 -2.958
C 0.882 -4.359 -7.691
C -3.344 0.499 3.522
C 3.345 1.400 0.724
C 7.675 4.012 -2.088
C 1.287 2.194 -0.126
C 1.125 -4.584 -6.262
C -1.779 2.013 -5.691
C 6.955 1.244 -1.768
C -1.950 4.324 -4.848
C -3.859 3.829 7.108
C -2.839 -5.180 3.101
C -2.736 -6.490 3.337
C 6.844 2.189 -0.652
C -3.462 0.877 6.150
C -0.653 -6.616 1.899
C 7.223 3.610 -0.898
C -4.989 2.739 6.756
C 0.164 -2.377 -5.731
C 0.328 -3.221 -8.115
C 7.808 3.062 -3.197
H 2.457 0.931 2.970
H -0.155 -3.726 0.848
H -3.444 -1.113 5.061
H 7.956 5.040 -2.279
H 6.659 0.221 -1.581
H -4.046 0.188 2.666
H -3.768 4.326 -6.316
H -5.873 2.954 7.473
H 0.139 -7.217 1.473
H -1.199 -0.210 4.072
H -3.415 4.190 6.103
H 1.181 1.780 -3.328
H -2.821 1.718 5.720
H 4.445 1.060 0.791
H -5.424 0.747 6.764
H -2.182 -1.384 2.994
H -1.188 1.585 7.665
H -2.100 1.182 -6.306
H -5.425 2.922 5.698
H -0.308 -2.110 -9.484
H -0.482 4.927 -3.346
H -3.027 3.409 7.773
H -3.349 -8.073 4.132
H -0.137 -1.594 -5.048
H -3.084 1.609 3.525
H -3.640 -4.582 3.515
H -5.046 -0.196 4.862
H 1.331 -4.637 -3.934
H 6.750 3.948 0.884
H 7.856 1.315 -4.746
H -4.381 4.724 7.606
H 0.492 2.586 -0.838
H 1.168 -5.149 -8.372
*
```

---

[2]
C20H14N2O5 | the ωB97M-V functional and the def2-TZVPD basis

Summary:
- Maximum force: 3.92 eV/A
- Molar mass: 362.34 g/mol
- Highest occupied orbital energy: -8.41 eV
- Kohn-Sham gap: 7.2 eV
- SMILES: NC(=O)C(=O)CC(=O)c1ccccc1NC1=CC(=O)C(=O)c2ccccc21
- LUMO energy: -1.207 eV

The geometry in ORCA input format:
```
! RIJCOSX wB97M-V def2-TZVPD def2/J DEFGRID3
* xyz 0 1
O 1.211 1.740 2.099
O 1.190 -1.935 -5.307
O -1.446 -2.037 -4.281
O -1.396 1.725 4.444
O -1.228 2.411 0.049
N 1.298 0.742 4.064
N -0.110 -0.193 -0.208
C 0.886 -1.448 -4.218
C 3.246 -0.702 -3.785
C 0.605 1.468 3.132
C -2.010 0.480 1.194
C 0.207 -0.580 -1.511
C 1.921 -0.832 -3.318
C -3.129 0.120 1.942
C -1.618 1.909 1.102
C -1.559 2.786 2.323
C -1.698 -1.850 0.581
C 1.611 -0.414 -2.000
C -0.500 -1.559 -3.659
C -3.509 -1.199 1.988
C -0.775 1.986 3.422
C -2.834 -2.198 1.295
C -1.299 -0.513 0.488
C 2.604 0.173 -1.203
C 3.900 0.368 -1.708
C 4.210 -0.126 -2.973
C -0.781 -1.134 -2.293
H 2.052 0.152 3.775
H 3.520 -1.013 -4.787
H -3.688 0.873 2.497
H 0.137 0.796 -0.081
H -4.367 -1.483 2.580
H -1.006 3.705 2.118
H 2.399 0.521 -0.201
H -1.089 -2.584 0.043
H -2.586 3.047 2.613
H 4.692 0.829 -1.114
H -1.773 -1.194 -1.912
H -3.207 -3.207 1.364
H 5.186 -0.044 -3.401
H 0.735 0.418 4.847
*
```

---

[3]
Cl3H3Si2 | the ωB97M-V functional and the def2-TZVPD basis

Summary:
- Maximum force: 4.46 eV/A
- Molar mass: 165.56 g/mol
- Highest occupied orbital energy: -10.09 eV
- Kohn-Sham gap: 9.0 eV
- LUMO energy: -1.092 eV

The geometry in ORCA input format:
```
! RIJCOSX wB97M-V def2-TZVPD def2/J DEFGRID3
* xyz 0 1
Cl -2.250 1.247 0.994
Cl 1.682 -1.502 0.836
Cl -1.663 -2.295 0.155
Si 1.180 0.170 0.051
Si -1.096 0.334 -0.221
H 1.893 0.204 -1.101
H -1.601 0.551 -1.487
H 1.855 1.290 0.773
*
```

---

[4]
C20H21N7S3Zr | the ωB97M-V functional and the def2-TZVPD basis

Summary:
- Maximum force: 1.21 eV/A
- Molar mass: 546.86 g/mol
- Highest occupied orbital energy: -14.10 eV
- Kohn-Sham gap: 6.9 eV
- LUMO energy: -7.218 eV

The geometry in ORCA input format:
```
! RIJCOSX wB97M-V def2-TZVPD def2/J DEFGRID3
* xyz 2 1
Zr 0.470 -0.295 -1.113
S 1.455 1.776 -2.124
S 1.944 -2.211 -2.038
S 4.552 -1.674 -0.499
N -0.050 -0.440 1.988
N -0.300 0.289 0.864
N -1.119 0.429 -2.439
N -1.080 1.569 -3.206
N 0.210 3.278 -3.906
N 2.328 -0.490 -0.081
N -1.152 -1.842 -1.043
C 4.029 1.672 2.429
C -1.230 1.203 1.225
C -3.309 -3.550 -1.062
C 0.072 2.191 -3.151
C 2.909 -1.433 -0.835
C -1.780 2.210 0.270
C -0.613 -0.589 4.399
C -3.497 0.337 -3.033
C -2.133 -3.924 -0.439
C 5.304 1.105 2.351
C 3.246 0.146 0.784
C 2.987 1.199 1.652
C -1.072 -3.041 -0.458
C -1.539 1.043 2.570
C -2.293 -1.480 -1.664
C -3.389 -2.310 -1.689
C 5.568 0.061 1.484
C 4.519 -0.405 0.700
C -2.268 -0.181 -2.383
C -0.757 0.001 3.036
H -0.121 -3.301 -0.013
H 1.065 3.805 -3.909
H 3.857 2.500 3.105
H -4.159 -4.221 -1.077
H -0.540 3.552 -4.522
H -3.350 1.356 -3.367
H 0.731 -1.079 2.012
H -4.341 0.285 -2.342
H -2.026 -4.888 0.039
H -0.868 -1.649 4.398
H -3.746 -0.278 -3.903
H 6.558 -0.372 1.417
H 6.101 1.494 2.970
H -2.697 1.852 -0.201
H -2.234 1.632 3.147
H 0.410 -0.485 4.762
H -1.274 -0.079 5.095
H -1.064 2.463 -0.509
H -4.291 -2.005 -2.200
H 2.003 1.647 1.698
H -2.026 3.124 0.807
*
```